No. 1
Molecular formula: C22H17Cl2N2OPdS3
Method: DFT, ωB97M-V/def2-TZVPD

The geometry in XYZ format:
```
48
Properties=species:S:1:pos:R:3:forces:R:3
Pd 0.086751 -0.001122 -0.146595 -1.90 -0.77 0.27
C 3.368689 -0.752617 -0.232965 -0.06 -0.16 0.00
C 2.518700 -0.022072 0.781534 0.79 0.37 0.13
N 2.027206 1.103090 0.410400 0.71 1.28 0.00
N 1.692676 2.055168 1.380755 -0.22 -0.56 -0.23
C 0.518581 2.558508 1.353501 -0.16 -0.10 -0.03
S -0.879073 2.037605 0.416549 0.63 -0.17 -0.20
S 0.326196 4.040525 2.334236 0.02 -0.03 -0.08
C -1.194624 3.690427 3.291350 0.24 -0.07 0.01
C -0.884586 3.321554 4.715985 -0.05 0.08 -0.04
C -0.815652 4.293283 5.712370 -0.03 -0.02 0.02
C -0.511806 3.945709 7.023646 -0.01 -0.05 -0.09
C -0.268767 2.616558 7.349458 -0.01 0.02 -0.08
C -0.324135 1.644748 6.356086 -0.01 0.05 -0.02
C -0.630828 1.994711 5.047547 0.06 -0.10 0.04
C 2.403030 -0.515322 2.157611 0.01 -0.09 -0.07
C 3.510014 -0.861718 2.929269 -0.03 0.03 0.07
C 3.366421 -1.309292 4.234898 -0.12 0.06 -0.15
C 2.072613 -1.431600 4.745925 -0.02 0.01 -0.04
C 0.964490 -1.121518 3.977041 -0.05 -0.05 0.11
C 1.088284 -0.656813 2.649122 -0.61 -0.12 -0.08
O 0.003546 -0.435549 1.927185 0.74 0.11 0.10
H 4.258053 -0.156826 -0.455292 -0.02 -0.06 0.06
H 2.841325 -0.899244 -1.174719 -0.04 0.04 -0.04
H 3.676061 -1.725032 0.151977 -0.02 0.00 -0.04
H -1.689339 2.874467 2.768795 -0.12 0.02 0.02
H -1.821440 4.578912 3.237228 -0.01 0.01 0.00
H -0.998527 5.333209 5.454075 0.00 -0.08 0.03
H -0.464089 4.711630 7.789679 0.00 -0.02 -0.03
H -0.032267 2.340409 8.370731 0.00 0.01 -0.04
H -0.121428 0.608602 6.598315 0.01 0.01 -0.02
H -0.656855 1.238491 4.266337 0.01 0.05 0.07
H 4.503292 -0.739776 2.503425 -0.08 -0.03 0.01
H 4.232863 -1.548455 4.839687 -0.05 0.00 -0.03
H 1.932513 -1.788226 5.762908 -0.02 0.04 -0.06
H -0.038842 -1.242752 4.372226 0.04 -0.01 0.00
Cl 0.150385 -2.444466 -0.646378 0.21 -0.06 0.05
C 0.751577 -2.399420 -2.290922 0.07 -0.11 0.12
C 1.455950 -3.498121 -2.745013 -0.06 -0.06 0.11
C 1.929244 -3.506246 -4.046832 0.02 -0.08 0.01
C 1.666259 -2.419813 -4.862744 -0.11 0.17 -0.08
C 0.958770 -1.331687 -4.371545 0.04 0.00 -0.15
Cl 0.649817 -0.006216 -5.461614 0.06 -0.13 0.09
C 0.495439 -1.255702 -3.048156 -0.10 0.31 -0.03
S -0.338182 0.166595 -2.443780 0.31 0.11 0.31
H 1.628351 -4.332997 -2.075956 -0.01 0.06 -0.05
H 2.494512 -4.352312 -4.419717 -0.05 0.06 0.02
H 2.007115 -2.398726 -5.889782 0.00 0.01 0.04
```
Positions in Å, forces in eV/Å.

Summary:
HOMO-LUMO gap: 6.949 eV
energy above the lowest of the compared OMol25 structures with the same formula, charge and spin: 32.3 kcal/mol
total charge: -1
molecular weight: 598.92 g mol⁻¹
LUMO: 2.27 eV

***

No. 2
Molecular formula: C22H17CoN2O4S5
Method: DFT, ωB97M-V/def2-TZVPD

The geometry in XYZ format:
```
51
Properties=species:S:1:pos:R:3:forces:R:3
Co 0.648639 2.034940 -1.239476 0.51 0.52 0.35
O 5.317925 6.854983 -2.285803 -0.15 -0.16 -0.18
C 4.475495 5.984197 -2.202144 0.25 0.26 0.39
S 2.749794 6.289195 -2.089993 -0.13 0.10 -0.11
C 2.225245 4.621201 -1.928142 -0.70 0.34 -0.09
C 3.187410 3.698080 -1.902940 0.28 -0.75 -0.06
S 2.936648 1.954881 -1.792003 -0.13 0.29 0.03
S 4.839743 4.272838 -2.038972 0.09 -0.12 -0.10
S 0.490088 4.327144 -1.858240 0.33 -0.20 0.04
C 0.039916 1.770165 5.708857 -0.11 -0.01 -0.08
O -1.274462 1.756619 5.179389 0.13 0.02 0.12
C -1.404046 1.819610 3.827256 -0.16 -0.01 0.12
C -2.746595 1.850857 3.372932 0.25 0.00 0.00
C -2.962676 1.914500 2.032929 0.13 0.02 -0.20
C -1.922615 1.943477 1.060514 -0.27 -0.07 0.12
C -2.270302 1.957563 -0.342273 0.33 -0.08 0.04
C -3.697244 2.060766 -0.837570 -0.07 0.06 -0.02
O -1.441336 1.882730 -1.263641 -0.01 -0.08 -0.04
C -0.554402 1.924649 1.532086 -0.23 0.06 0.19
O 0.481840 1.975125 0.802484 -0.08 -0.23 -0.32
C -0.352698 1.852924 2.956527 -0.11 0.02 -0.30
H -0.069773 1.749423 6.789322 0.00 0.00 0.03
H 0.578609 2.671129 5.410638 0.00 0.05 0.00
H 0.605996 0.896712 5.380133 0.02 -0.05 0.00
H -3.556385 1.828536 4.087762 0.03 0.00 0.03
H -3.988423 1.939216 1.701154 -0.04 -0.01 -0.02
H -4.478035 2.059547 -0.088456 -0.02 0.00 0.05
H -3.870558 1.241274 -1.535116 0.03 0.00 0.00
H -3.761166 2.987667 -1.409782 -0.01 -0.01 0.00
H 0.676995 1.846680 3.279978 0.02 0.01 0.00
S -1.435983 -4.305054 -1.103182 -0.08 0.00 0.02
C -0.665138 -2.694502 -1.211295 -0.05 -0.24 -0.03
C -0.065121 -2.127568 -0.102861 0.21 0.27 0.17
C 0.510501 -0.867758 -0.231902 -0.02 -0.27 0.09
N 0.495071 -0.195768 -1.377499 -0.19 0.31 0.04
C -0.076035 -0.744843 -2.441099 -0.10 -0.28 -0.15
C -0.673499 -1.998844 -2.406940 0.10 0.26 -0.16
C -0.000749 -5.325631 -1.394682 -0.05 0.10 0.02
C 0.379641 -5.665327 -2.681363 0.08 -0.06 -0.16
C 1.497418 -6.471358 -2.854495 -0.06 0.04 0.10
N 2.227723 -6.946676 -1.846987 -0.05 0.04 0.01
C 1.848986 -6.613284 -0.614706 -0.08 0.05 -0.07
C 0.747912 -5.812409 -0.337822 0.12 -0.09 0.12
H -0.052479 -2.639267 0.849906 0.00 0.00 -0.02
H 0.987519 -0.359250 0.597769 -0.07 -0.05 0.03
H -0.053729 -0.159222 -3.352280 -0.05 0.02 0.01
H -1.139724 -2.410731 -3.291363 0.01 -0.01 0.01
H -0.181350 -5.307715 -3.534435 0.01 -0.01 0.00
H 1.814176 -6.745846 -3.853939 0.03 -0.02 0.00
H 2.450180 -7.002226 0.198888 0.03 -0.02 -0.01
H 0.481069 -5.573324 0.682902 0.01 -0.01 -0.01
```
Positions in Å, forces in eV/Å.

Summary:
HOMO-LUMO gap (alpha / beta): 5.221 / 5.290 eV
total charge: -1
molecular weight: 592.66 g mol⁻¹
spin multiplicity: 4
LUMO (alpha / beta): 1.69 / 1.69 eV

***

No. 3
Molecular formula: C22H17F2N2
Method: DFT, ωB97M-V/def2-TZVPD

The geometry in XYZ format:
```
43
Properties=species:S:1:pos:R:3:forces:R:3
F -5.851978 0.669196 -2.748602 1.67 -0.61 0.25
C -4.566004 0.209933 -2.607719 -1.09 0.32 -0.34
C -4.338482 -1.164455 -2.655176 0.05 0.11 -0.17
C -3.029851 -1.607684 -2.563488 0.53 0.24 0.39
C -1.940515 -0.702273 -2.374457 -1.10 0.15 0.18
C -0.641499 -1.260654 -2.169978 0.02 0.29 0.00
C 0.637957 -0.723799 -2.482251 0.99 -0.04 -0.36
C 1.752848 -1.618152 -2.420851 -0.45 0.35 0.39
C 3.056087 -1.159030 -2.475224 0.01 -0.07 -0.15
C 3.259564 0.215152 -2.586450 1.16 0.35 0.18
F 4.545300 0.694324 -2.549781 -1.77 -0.65 -0.08
C 2.215415 1.124500 -2.745520 -0.44 -0.05 -0.25
C 0.911432 0.639961 -2.789091 0.15 -0.22 0.32
C -2.243095 0.681117 -2.271046 -0.22 -0.27 -0.20
C -3.545629 1.142041 -2.436542 0.47 -0.07 0.08
H -5.169252 -1.858000 -2.778875 0.21 0.24 0.01
H -2.808628 -2.675495 -2.612833 -0.16 0.27 0.00
H -0.635282 -2.308078 -1.853879 0.02 0.21 -0.31
H 1.549288 -2.683568 -2.299237 0.16 0.29 0.07
H 3.902680 -1.843317 -2.427780 -0.21 0.26 0.01
H 2.420367 2.188342 -2.859411 0.04 -0.33 -0.11
H 0.091948 1.310066 -3.038526 0.38 -0.08 0.17
H -1.456515 1.377557 -1.986009 -0.40 -0.14 -0.11
H -3.758602 2.209538 -2.421845 -0.09 -0.32 0.13
C 2.437959 1.676222 5.281031 -0.11 -0.14 -0.13
C 2.399578 2.274593 4.011460 -0.35 -0.48 0.07
C 1.608836 1.713773 2.998905 0.04 -0.26 0.46
C 0.939066 0.506473 3.249444 0.54 0.46 0.82
N 0.183275 -0.103254 2.230347 -1.02 -0.80 -1.35
C 0.226379 0.183480 0.882242 -0.42 -0.86 0.93
N -0.586151 -0.612038 0.211916 0.17 0.20 -0.12
C -1.210730 -1.432067 1.123916 0.75 0.57 0.63
C -0.739170 -1.146992 2.381357 0.24 0.57 -0.73
C 1.006365 -0.117649 4.501059 0.22 0.37 0.00
C 1.726197 0.494497 5.534688 -0.06 0.12 -0.56
H 3.027025 2.127580 6.080417 -0.17 -0.10 -0.27
H 2.978501 3.174636 3.807288 -0.24 -0.18 0.11
H 1.495590 2.202685 2.029053 0.19 -0.08 0.41
H 0.858656 0.964664 0.486990 -0.06 -0.24 -0.13
H -1.952359 -2.153392 0.828999 -0.01 -0.07 0.01
H -0.988516 -1.564358 3.339130 -0.02 0.05 -0.03
H 0.507446 -1.077744 4.653374 0.23 0.43 0.10
H 1.724520 0.031669 6.522934 0.14 0.19 -0.31
```
Positions in Å, forces in eV/Å.

Summary:
HOMO-LUMO gap: 6.143 eV
energy above the lowest of the compared OMol25 structures with the same formula, charge and spin: 0.0 kcal/mol
total charge: +1
molecular weight: 347.39 g mol⁻¹
LUMO: -5.28 eV

***

No. 4
Molecular formula: C22H17N3OS
Method: DFT, ωB97M-V/def2-TZVPD

The geometry in XYZ format:
```
44
Properties=species:S:1:pos:R:3:forces:R:3
O -3.618377 0.520678 -4.417701 0.06 1.21 -0.92
C -3.040977 -0.282547 -3.753931 -0.02 1.02 1.61
C -3.608838 -1.641823 -3.656829 -0.46 -2.42 0.78
S -2.391029 -2.552102 -2.627976 -0.09 -0.59 0.81
C -1.557836 -1.053348 -2.252431 2.45 0.96 -0.38
N -0.302085 -0.909324 -1.584706 -5.53 2.19 -2.01
N 0.362573 -1.924739 -1.202246 6.45 -1.82 2.54
C 1.593936 -1.441745 -0.870535 -0.60 -1.92 0.14
C 2.780150 -2.100878 -0.243370 -2.05 -2.40 -0.46
C 2.641678 -3.416949 0.226700 -1.65 1.19 -0.51
C 3.580641 -4.013573 1.003414 -1.74 -3.51 0.08
C 4.769396 -3.435272 1.158043 3.95 0.41 0.15
C 5.027800 -2.236344 0.469981 2.76 -0.15 1.87
C 4.042039 -1.559219 -0.129765 -1.67 0.31 -0.55
C 1.736354 0.007925 -1.096909 -0.08 0.59 -0.51
C 0.281789 0.390446 -1.218735 0.21 1.27 0.59
C -0.264453 1.001197 0.093345 -0.87 0.68 -0.25
C 0.033733 0.486368 1.427877 0.68 0.33 0.30
C -0.522179 1.127477 2.528839 1.94 -2.50 -0.20
C -1.339649 2.247220 2.403357 0.71 -0.45 0.31
C -1.823045 2.843707 3.519366 -4.09 1.44 2.52
C -2.914917 3.794847 3.343743 3.98 -1.75 1.09
C -3.298615 4.135014 2.091314 1.14 -0.33 -2.37
C -2.652638 3.653607 0.936192 0.04 0.35 4.00
C -1.613338 2.775254 1.151214 -0.52 -1.42 -2.55
C -1.076344 2.127896 -0.014727 2.03 -1.43 1.92
N -1.954081 -0.006280 -2.882255 -1.14 0.50 -0.84
H -4.692039 -1.682829 -3.283141 1.76 0.30 -0.16
H -3.607895 -2.183871 -4.602728 -0.01 0.37 -0.18
H 1.723974 -3.929066 0.003614 -0.36 -0.11 0.08
H 3.364827 -5.084383 1.328644 0.47 1.64 -0.11
H 5.596734 -4.008076 1.658729 -0.87 0.92 -0.39
H 6.024415 -1.709680 0.492123 -1.01 -1.02 0.17
H 4.229508 -0.621783 -0.529498 0.44 1.71 -0.75
H 2.235134 0.232945 -2.060351 0.12 -0.27 0.43
H 2.266622 0.535673 -0.291120 -0.25 -0.18 -0.28
H 0.222102 1.082683 -2.049001 -0.81 0.17 0.10
H 0.868787 -0.274177 1.595873 -1.62 0.76 -0.37
H -0.334472 0.723902 3.561902 -0.02 0.53 -1.20
H -1.688295 2.412841 4.566085 0.32 0.77 -1.58
H -3.111703 4.429704 4.166409 -1.02 0.17 0.86
H -3.970537 4.905615 1.970025 -1.74 1.46 -0.23
H -2.869413 3.975832 -0.012631 -0.70 0.74 -2.08
H -1.129439 2.657173 -0.916203 -0.57 0.26 -1.49
```
Positions in Å, forces in eV/Å.

Summary:
HOMO-LUMO gap: 7.727 eV
energy above the lowest of the compared OMol25 structures with the same formula, charge and spin: 22.7 kcal/mol
molecular weight: 371.46 g mol⁻¹
LUMO: -0.17 eV